{"formula": "C23H23B2F4InN6O6", "method": "wB97M-V/def2-TZVPD", "total_charge": 2, "total_energy_ha": -2309.1539, "gap_ev": [5.5, 7.4], "homo_ev": [-15.0, -14.9], "species": ["In", "C", "C", "N", "O", "B", "F", "F", "O", "N", "C", "C", "C", "N", "O", "B", "F", "F", "O", "N", "C", "C", "C", "H", "H", "H", "H", "H", "H", "H", "H", "H", "H", "H", "H", "O", "C", "N", "C", "C", "O", "N", "C", "C", "C", "C", "C", "C", "C", "C", "C", "C", "C", "C", "H", "H", "H", "H", "H", "H", "H", "H", "H", "H", "H"], "xyz": [[-0.497, -0.796, -0.413], [-1.702, -4.781, 1.194], [-1.049, -3.524, 0.760], [-1.672, -2.530, 0.235], [-3.037, -2.630, 0.033], [-3.835, -2.349, 1.138], [-3.277, -2.237, 2.328], [-5.119, -2.289, 0.941], [-3.388, 0.239, 0.861], [-2.202, 0.522, 1.053], [-1.629, 1.440, 1.740], [-2.400, 2.428, 2.554], [-0.138, 1.454, 1.684], [0.389, 0.704, 0.792], [1.744, 0.575, 0.688], [2.321, -0.525, 1.574], [1.582, -0.565, 2.747], [3.643, -0.316, 1.685], [2.150, -1.892, 0.890], [0.867, -2.182, 0.683], [0.425, -3.341, 0.993], [1.246, -4.418, 1.605], [0.642, 2.288, 2.629], [-2.678, -4.912, 0.737], [-1.067, -5.632, 0.952], [-1.813, -4.762, 2.282], [-3.462, 2.203, 2.525], [-2.058, 2.407, 3.589], [-2.241, 3.437, 2.169], [2.236, -4.035, 1.833], [0.779, -4.783, 2.521], [1.342, -5.262, 0.919], [0.222, 3.292, 2.686], [0.586, 1.838, 3.623], [1.684, 2.329, 2.328], [-1.415, 0.681, -1.965], [-0.710, 0.123, -2.837], [-0.550, 0.424, -4.138], [0.342, -0.543, -4.762], [0.711, -1.459, -3.550], [1.441, -2.409, -3.585], [0.045, -0.949, -2.467], [1.534, 0.048, -5.487], [2.666, -0.763, -5.775], [3.727, -0.231, -6.467], [3.675, 1.091, -6.909], [2.553, 1.898, -6.642], [1.487, 1.382, -5.957], [-0.199, -1.236, -6.002], [-0.985, -0.493, -6.912], [-1.478, -1.091, -8.046], [-1.170, -2.427, -8.314], [-0.367, -3.162, -7.438], [0.134, -2.576, -6.300], [-1.200, 1.025, -4.616], [2.695, -1.781, -5.416], [4.600, -0.834, -6.669], [4.508, 1.503, -7.463], [2.542, 2.927, -6.972], [0.636, 2.007, -5.728], [-1.209, 0.549, -6.726], [-2.097, -0.529, -8.732], [-1.550, -2.896, -9.212], [-0.140, -4.196, -7.657], [0.753, -3.139, -5.616]], "forces_ev_per_a": [[0.041, 0.073, 0.172], [0.001, -0.027, -0.002], [0.047, 0.057, -0.008], [-0.014, -0.092, -0.039], [-0.006, 0.009, -0.055], [0.033, 0.027, -0.015], [-0.029, -0.006, 0.077], [-0.028, -0.011, 0.016], [0.004, -0.006, -0.021], [0.003, 0.046, 0.021], [0.060, 0.003, -0.002], [-0.002, 0.002, -0.007], [-0.053, -0.038, -0.064], [0.051, 0.037, 0.059], [-0.015, -0.003, 0.009], [-0.021, -0.061, 0.000], [0.020, 0.015, -0.017], [0.007, 0.026, 0.000], [-0.013, 0.023, 0.011], [0.004, 0.020, -0.017], [-0.049, -0.033, -0.020], [-0.011, 0.006, 0.031], [0.010, -0.006, 0.005], [-0.005, 0.000, -0.002], [-0.001, 0.002, -0.001], [-0.013, 0.005, -0.001], [0.000, -0.002, -0.001], [-0.003, 0.000, -0.001], [-0.004, 0.002, -0.001], [0.002, 0.002, 0.000], [0.004, -0.003, -0.006], [0.004, 0.003, -0.012], [-0.004, -0.001, 0.000], [0.000, 0.004, 0.001], [0.001, 0.002, -0.002], [0.257, -0.357, -0.361], [-0.213, 0.140, 0.243], [0.030, -0.110, 0.031], [0.022, 0.098, -0.075], [0.001, -0.014, -0.069], [-0.014, 0.023, -0.018], [-0.052, 0.118, 0.046], [-0.053, 0.024, 0.024], [0.035, 0.009, 0.013], [-0.008, -0.018, -0.002], [0.010, -0.006, -0.003], [-0.027, 0.009, 0.005], [0.031, 0.003, 0.042], [-0.042, -0.030, -0.009], [0.035, -0.005, 0.036], [-0.004, 0.001, -0.007], [0.022, -0.038, 0.010], [-0.030, 0.005, -0.050], [-0.018, 0.035, 0.061], [0.010, 0.031, -0.005], [0.000, -0.010, 0.008], [-0.004, -0.009, 0.004], [-0.002, 0.013, 0.003], [0.000, -0.002, -0.008], [0.009, 0.019, -0.019], [-0.020, -0.004, 0.000], [0.000, 0.000, -0.002], [-0.006, 0.008, -0.002], [0.007, 0.001, 0.003], [-0.004, -0.009, -0.006]]}



{"formula": "C34H94N14O13", "method": "wB97M-V/def2-TZVPD", "total_charge": 0, "smiles": "COC[C@H](C)N.COC[C@H](C)N.COC[C@H](C)N.COCCNCCOC.COCCNCCOC.COCCNCCOC.NC(N)=O.NC(N)=O.NC(N)=O.NC(N)=O", "total_energy_ha": -3096.4195, "gap_ev": 8.9, "homo_ev": -8.3, "species": ["C", "O", "C", "C", "C", "N", "H", "H", "H", "H", "H", "H", "H", "H", "H", "H", "H", "C", "O", "C", "C", "C", "N", "H", "H", "H", "H", "H", "H", "H", "H", "H", "H", "H", "C", "O", "C", "C", "C", "N", "H", "H", "H", "H", "H", "H", "H", "H", "H", "H", "H", "C", "O", "C", "C", "N", "C", "C", "O", "C", "H", "H", "H", "H", "H", "H", "H", "H", "H", "H", "H", "H", "H", "H", "H", "C", "O", "C", "C", "N", "C", "C", "O", "C", "H", "H", "H", "H", "H", "H", "H", "H", "H", "H", "H", "H", "H", "H", "H", "C", "O", "C", "C", "N", "C", "C", "O", "C", "H", "H", "H", "H", "H", "H", "H", "H", "H", "H", "H", "H", "H", "H", "H", "N", "C", "N", "O", "H", "H", "H", "H", "N", "C", "N", "O", "H", "H", "H", "H", "N", "C", "N", "O", "H", "H", "H", "H", "N", "C", "N", "O", "H", "H", "H", "H"], "xyz": [[-2.787, 5.577, 3.702], [-2.785, 4.188, 3.504], [-1.976, 3.662, 2.454], [-2.711, 3.776, 1.095], [-3.945, 2.861, 0.937], [-1.744, 3.592, 0.012], [-3.421, 5.767, 4.569], [-3.161, 6.166, 2.861], [-1.832, 6.009, 4.025], [-1.047, 4.235, 2.388], [-1.899, 2.641, 2.830], [-3.071, 4.811, 1.043], [-3.702, 1.804, 0.882], [-4.609, 3.198, 0.136], [-4.620, 3.129, 1.756], [-0.979, 4.253, 0.083], [-2.236, 3.786, -0.853], [3.832, 1.772, -5.310], [3.963, 2.073, -3.948], [5.036, 1.379, -3.337], [4.965, 1.645, -1.840], [6.053, 1.063, -0.923], [3.662, 1.212, -1.311], [4.806, 1.886, -5.794], [3.101, 2.436, -5.776], [3.349, 0.798, -5.454], [5.094, 0.312, -3.574], [5.920, 1.879, -3.760], [4.912, 2.719, -1.637], [6.012, 1.572, 0.039], [7.067, 1.076, -1.324], [5.868, 0.009, -0.696], [3.038, 1.335, -2.103], [3.690, 0.226, -1.075], [-1.936, -1.335, 6.187], [-0.952, -0.450, 5.735], [-0.853, 0.716, 6.481], [0.493, 1.490, 6.456], [0.735, 2.174, 5.116], [1.678, 0.655, 6.775], [-2.059, -2.141, 5.463], [-2.931, -0.884, 6.207], [-1.765, -1.861, 7.132], [-1.569, 1.540, 6.349], [-0.967, 0.516, 7.557], [0.329, 2.245, 7.227], [1.674, 2.723, 5.166], [-0.073, 2.891, 4.942], [0.696, 1.453, 4.302], [2.517, 1.192, 6.616], [1.691, -0.194, 6.233], [-1.748, 1.008, -2.050], [-2.774, 0.011, -2.086], [-2.290, -1.344, -1.935], [-3.044, -2.215, -0.958], [-2.776, -1.751, 0.379], [-3.427, -2.615, 1.354], [-2.941, -2.490, 2.812], [-3.297, -1.269, 3.449], [-2.958, -0.011, 2.914], [-1.476, 1.131, -0.999], [-2.408, 1.817, -2.382], [-0.908, 0.921, -2.741], [-1.240, -1.370, -1.631], [-2.398, -1.710, -2.961], [-2.668, -3.229, -1.124], [-4.100, -2.232, -1.270], [-2.849, -0.752, 0.444], [-3.343, -3.671, 1.090], [-4.496, -2.376, 1.249], [-1.853, -2.625, 2.850], [-3.336, -3.314, 3.407], [-1.893, 0.226, 2.930], [-3.508, 0.705, 3.529], [-3.460, 0.113, 1.952], [1.016, -8.954, 2.608], [1.344, -7.657, 3.036], [0.321, -6.923, 3.638], [-0.431, -6.122, 2.560], [0.374, -5.377, 1.612], [-0.368, -4.902, 0.430], [-0.367, -5.894, -0.720], [-1.545, -6.704, -0.567], [-1.481, -7.812, -1.441], [0.378, -8.883, 1.719], [0.559, -9.657, 3.309], [1.965, -9.371, 2.267], [0.752, -6.121, 4.244], [-0.325, -7.528, 4.277], [-1.231, -5.455, 2.905], [-1.108, -6.851, 2.080], [1.171, -5.849, 1.193], [0.051, -3.936, 0.132], [-1.369, -4.632, 0.772], [0.588, -6.431, -0.675], [-0.402, -5.472, -1.730], [-2.357, -8.433, -1.244], [-0.630, -8.428, -1.131], [-1.487, -7.522, -2.494], [-0.832, 9.326, -7.807], [-1.367, 8.389, -6.878], [-0.577, 7.255, -6.641], [-1.505, 6.177, -6.098], [-2.121, 6.537, -4.842], [-1.274, 6.518, -3.639], [-0.022, 5.618, -3.492], [-0.470, 4.287, -3.349], [0.401, 3.298, -2.861], [-0.431, 8.926, -8.740], [0.024, 9.837, -7.352], [-1.626, 10.049, -7.967], [0.184, 7.540, -5.899], [0.023, 6.882, -7.480], [-0.977, 5.229, -5.958], [-2.324, 5.872, -6.755], [-2.421, 7.502, -4.902], [-1.827, 6.248, -2.739], [-0.848, 7.524, -3.551], [0.701, 5.945, -2.739], [0.597, 5.630, -4.402], [0.929, 2.727, -3.644], [-0.115, 2.527, -2.298], [1.316, 3.698, -2.409], [1.805, -3.830, 3.680], [1.201, -2.643, 3.895], [1.282, -2.156, 5.166], [0.755, -2.003, 2.933], [1.558, -4.353, 2.836], [2.123, -4.415, 4.434], [1.463, -2.833, 5.887], [0.510, -1.502, 5.317], [1.786, -1.949, -5.202], [1.913, -1.369, -3.932], [0.908, -0.466, -3.752], [2.744, -1.798, -3.151], [1.300, -1.471, -5.935], [2.398, -2.723, -5.387], [0.921, 0.064, -2.884], [0.140, -0.511, -4.388], [3.218, -4.489, -1.652], [3.141, -4.465, -0.294], [3.543, -3.313, 0.277], [2.925, -5.503, 0.345], [3.302, -3.683, -2.247], [3.125, -5.377, -2.110], [3.510, -2.499, -0.314], [3.368, -3.373, 1.272], [1.159, -0.801, 0.480], [0.650, 0.384, 0.148], [0.252, 1.083, 1.239], [0.655, 0.858, -0.999], [0.874, -1.275, 1.336], [1.359, -1.406, -0.305], [0.134, 0.710, 2.162], [-0.240, 1.946, 1.042]], "forces_ev_per_a": [[-0.107, 0.462, 0.618], [-0.038, 0.287, 0.188], [-1.556, 0.373, 0.074], [0.089, 0.216, 0.021], [-0.076, 1.432, 0.543], [-0.215, -0.451, 0.112], [-0.314, -0.101, -0.199], [-0.039, -0.145, -0.156], [0.402, -0.368, -0.384], [0.320, -0.386, 0.106], [0.772, -0.208, -0.701], [-0.255, 0.033, 0.299], [-0.124, 0.080, -0.055], [0.614, -0.329, -0.682], [0.324, -0.669, 0.545], [-0.032, 0.112, -0.033], [0.348, -0.157, -0.238], [-0.614, 0.001, -0.110], [-0.771, -0.254, 0.328], [1.257, 1.102, 0.009], [-0.615, -0.133, 1.167], [-0.035, -0.398, -0.408], [0.222, -0.014, -0.335], [-0.114, -0.307, -0.320], [0.278, 0.470, 0.250], [0.660, -0.367, -0.023], [-0.413, -0.076, 0.004], [0.427, -0.416, 0.181], [0.529, 0.162, -0.648], [0.132, 0.124, -0.072], [-0.020, 0.406, -0.064], [-0.207, -0.048, -0.179], [-0.576, -0.152, 0.451], [-0.156, -0.059, -0.167], [-1.357, -1.078, -0.364], [0.348, 0.265, -0.445], [1.183, 1.565, 2.486], [0.497, -1.240, -1.220], [-0.951, 0.543, 0.342], [-1.132, 0.330, 0.974], [0.355, 0.188, -0.253], [0.107, 0.303, 0.177], [0.533, 0.625, 0.306], [-0.619, -0.616, -0.957], [-0.128, -0.591, -0.055], [0.293, 0.023, 0.113], [0.072, -0.090, -0.355], [0.067, 0.152, -0.163], [0.393, -0.087, -0.076], [0.103, -0.168, -0.119], [0.220, 0.089, -0.256], [-2.701, 0.384, 0.364], [0.491, -1.535, 0.523], [0.017, 0.547, -1.161], [0.106, 0.907, -0.837], [1.092, -1.743, -0.362], [-0.782, 1.160, 0.659], [0.536, 0.736, -0.993], [-0.353, -0.594, 0.713], [-1.153, -0.221, 0.071], [0.348, 0.324, -0.645], [0.866, 0.713, 0.131], [-0.382, -0.576, 0.181], [0.087, 0.261, -0.121], [0.287, -0.710, 0.127], [0.072, -0.080, 0.292], [-0.210, 0.055, 0.349], [-0.426, -0.039, 0.302], [0.344, 0.111, -0.363], [-0.296, -0.395, 0.746], [0.157, 0.167, -0.281], [-0.454, 0.233, 0.095], [0.041, -0.212, -0.256], [0.342, 0.066, 0.289], [0.594, 0.055, -0.216], [0.303, 0.076, -1.369], [0.439, -0.361, 0.964], [-0.120, 2.085, -0.548], [-1.933, -1.493, -0.830], [0.282, 0.178, -0.448], [0.098, 0.889, 0.632], [-0.941, 0.216, 0.230], [0.831, -0.073, -0.312], [-0.484, -0.447, 0.958], [-0.191, -0.193, 0.059], [-0.020, 0.454, 0.494], [-0.071, -0.174, 0.079], [0.510, -0.564, 0.422], [-0.203, -0.024, -0.191], [0.540, 0.322, 0.848], [0.390, -0.259, -0.563], [0.178, -0.466, 0.860], [0.245, -0.110, -0.194], [-0.178, -0.262, -0.364], [-0.201, -0.544, 0.085], [-0.018, 0.505, 0.093], [-0.120, 0.175, -0.128], [0.253, -0.004, -0.620], [0.323, -0.015, -0.024], [0.338, 0.265, 1.042], [-0.146, 0.210, -1.343], [0.368, -0.404, 0.456], [0.219, -0.804, 0.389], [0.068, -0.400, 0.821], [1.675, 0.346, 0.560], [-0.116, -0.744, -2.087], [-0.683, -0.202, 0.626], [1.529, -0.306, -0.900], [-0.502, -0.474, -0.088], [-0.018, 0.190, 0.104], [0.085, 0.035, -0.285], [-0.050, -0.260, 0.221], [-0.468, 0.243, -0.490], [0.272, 0.177, 0.092], [0.195, 0.619, -0.509], [-0.346, -0.126, -0.245], [-0.496, 0.384, -0.122], [-0.112, 0.117, 0.583], [-0.593, 0.026, 0.647], [-0.055, 0.304, -0.195], [-0.537, 0.071, -0.684], [0.141, 0.846, 0.517], [-0.529, 0.293, 0.969], [0.383, -0.870, -0.068], [0.975, -0.118, -1.274], [-0.737, 0.435, -0.213], [-0.499, 0.002, 1.083], [-0.270, 0.289, -0.207], [-0.006, 0.229, 0.176], [-0.153, 0.078, 0.147], [0.237, -0.039, 0.431], [0.499, 0.025, 0.937], [-1.466, -1.214, -1.977], [1.645, 0.084, 1.025], [0.191, 0.612, 0.663], [0.117, -0.114, -0.205], [0.002, 0.150, -0.300], [-0.481, -0.002, 0.080], [-0.307, 0.314, 0.157], [-0.375, -0.205, -0.547], [1.154, -1.711, -0.790], [-0.505, -0.384, 0.375], [-0.194, 0.648, -0.149], [-0.027, 0.341, 0.119], [-0.151, -0.049, 0.194], [0.028, 0.415, 0.666], [0.058, 1.059, -0.057], [0.415, -1.822, -0.672], [0.651, 0.789, -0.165], [-0.943, 1.608, -0.215], [0.486, -0.544, 0.894], [0.207, 0.117, -0.093], [-0.039, 0.075, 0.088], [0.225, -0.492, -0.106], [0.030, -0.073, -0.072]]}



ΔE to the lowest compared entry with this formula, charge and spin / eV: 0.007, 0.000